Record 1
Computed, not measured: a 2-piece molecular cluster, C9H11N3S overall in a non-equilibrium geometry, with ωB97M-V/def2-TZVPD.

The geometry in ORCA input format:
```
! RIJCOSX wB97M-V def2-TZVPD def2/J DEFGRID3
* xyz 0 1
C 0.44090 2.71831 0.32852
C 0.36947 1.19597 0.28722
C -2.54266 -0.76975 0.03139
C 1.63422 0.38666 0.14809
C 1.83870 -0.53614 1.20917
C 2.82351 -1.53660 0.77914
C 3.71390 -1.25883 -0.29878
C 3.70140 -0.11605 -1.01947
C 2.59051 0.78207 -0.83921
H 1.17706 3.23016 -0.27701
H -0.54994 3.08606 0.07865
H 0.80023 3.10014 1.36064
H -0.48019 -1.13417 0.36838
H -4.01064 -2.36951 -0.69245
H -2.04289 -2.79879 -0.94329
H 1.08758 -0.38973 2.08727
H 3.07412 -2.51221 1.33488
H 4.38913 -2.24947 -0.71088
H 4.52773 0.20590 -1.65494
H 2.37102 1.74412 -1.46211
N -0.93436 0.82425 0.12624
N -1.32138 -0.45170 0.13022
N -3.02626 -1.93155 -0.24712
S -3.79930 0.36292 -0.20693
*
```

Results
- HOMO level (eV) = -7.3552
- maximum force (hartree/bohr) = 0.201
- orbital gap (eV) = 7.32

Mulliken population analysis, charges in e, atoms 1 to 6: -1.11, 0.24, 0.29, 0.47, -0.38, -0.34

---

Record 2
Computed, not measured: C27H31F5N3O5OsSSe2Te as an isolated structure in a non-equilibrium geometry, with ωB97M-V/def2-TZVPD.

The geometry in ORCA input format:
```
! RIJCOSX wB97M-V def2-TZVPD def2/J DEFGRID3
* xyz -1 5
Os 1.17690 1.47165 1.82776
C -1.89580 5.18123 -3.30273
C -2.40423 3.76079 -3.03627
C -3.59889 3.60944 -4.00095
C -1.30201 2.68924 -3.34107
C -1.93883 4.05024 -0.40792
C -2.74080 4.94828 0.49210
C -2.92073 4.82693 1.84576
C -2.25624 3.74020 2.52931
S -1.89877 3.57974 4.27967
C -0.84282 2.21697 3.85462
N -0.81583 1.87153 2.48583
C -1.65117 2.76066 1.79999
C -1.51288 2.71317 0.34505
C 0.15259 1.66097 4.66252
C 0.17836 1.61463 6.01883
C 1.15701 0.86979 6.70220
C 2.16106 0.29695 5.96073
C 2.29297 0.40961 4.57312
C 1.27408 1.03077 3.88039
H -1.70319 5.35337 -4.33719
H -0.96990 5.46967 -2.77034
H -2.67262 5.89991 -3.00206
H -3.31567 3.86470 -4.99078
H -4.29229 4.39140 -3.78906
H -4.02496 2.60287 -4.09160
H -1.19740 2.70198 -4.40786
H -1.59842 1.68110 -2.99479
H -0.42638 3.01127 -2.82176
H -3.30660 5.71632 -0.00535
H -3.56230 5.58096 2.30345
H -1.73720 0.56611 0.17788
H -0.49025 2.20001 6.62524
H 1.18521 0.78854 7.82517
H 2.87490 -0.26781 6.46697
H 3.19526 -0.00055 4.03665
O 2.46316 -10.18809 -0.71987
C 3.54139 -9.29545 -0.62300
C 3.18163 -8.06522 0.21204
C 2.66705 -8.44357 1.65323
O 2.56949 -7.30527 2.51770
C 2.12171 -7.21819 -0.50959
Se 2.20233 -5.18385 -0.26123
C 4.41917 -7.21650 0.29014
Se 4.38868 -5.22892 0.57089
H 2.74465 -11.07020 -0.97241
H 3.88652 -8.99700 -1.67484
H 4.44608 -9.66197 -0.11219
H 3.20493 -9.30260 2.16679
H 1.65003 -8.89012 1.57191
H 2.49273 -6.48257 2.02122
H 1.07886 -7.48867 -0.15736
H 2.20096 -7.30393 -1.64496
H 5.00990 -7.34917 -0.59328
H 5.06211 -7.42068 1.16901
F 2.55289 0.54237 -5.73840
Te 3.69617 1.33011 -4.51247
F 4.87093 -0.18457 -4.89928
F 4.56258 2.36005 -5.90530
F 1.69112 3.28919 2.10612
F 2.25428 2.79460 -4.63178
O 1.21068 -0.11368 1.25452
C -5.21505 2.52947 -1.43440
N -3.75079 2.53474 -1.31554
C -2.92585 3.72338 -1.61865
C -0.46269 4.35704 -0.66906
C 0.00941 3.15142 -0.14862
O 1.07060 2.41491 -0.06292
N -1.96434 1.49033 -0.24933
C -3.19541 1.35852 -0.86594
O -3.78585 0.32956 -0.75116
H -5.64947 3.32029 -2.04776
H -5.58422 2.65069 -0.37888
H -5.49238 1.54924 -1.82986
H -3.74386 4.53498 -1.59040
H -0.05229 5.28670 -1.00854
*
```

Results
- expectation value of S² = 6.033
- HOMO level (spin up / spin down) (eV) = -1.6672 / -5.9300
- maximum force (hartree/bohr) = 0.088
- orbital gap (spin up / spin down) (eV) = 2.31 / 4.80

Mulliken population analysis, charges in e, atoms 1 to 6: 1.12, -1.72, 1.97, -2.11, -1.65, 3.33

---

Record 3
Computed, not measured: C26H24HfN6O3S7 as an isolated structure in a non-equilibrium geometry, with ωB97M-V/def2-TZVPD.

The geometry in ORCA input format:
```
! RIJCOSX wB97M-V def2-TZVPD def2/J DEFGRID3
* xyz 0 1
Hf -0.15065 0.81158 0.94871
C 2.98204 -2.05541 -3.09358
C 1.71685 -2.08778 -2.51786
C 1.35068 -1.10611 -1.62046
C 2.21099 -0.08381 -1.21202
C 3.46180 -0.04066 -1.83292
C 3.83020 -1.01570 -2.75484
N 1.70298 0.84976 -0.30258
C 2.46535 1.93299 0.11951
C 3.84654 1.98258 0.39023
C 4.44195 3.16145 0.79018
C 3.72596 4.35309 0.94966
C 2.36416 4.32913 0.75371
C 1.77406 3.12625 0.38581
N 0.39316 2.96715 0.23447
N -0.34877 3.95578 0.13108
C -1.69439 3.54510 -0.14314
C -2.65088 4.53437 -0.24288
C -3.91400 4.16382 -0.67686
C -4.13777 2.84257 -1.01728
C -3.11525 1.91802 -0.85577
N -1.90568 2.24870 -0.39424
H 3.29012 -2.81619 -3.79670
H 1.01734 -2.87662 -2.76597
H 0.36662 -1.14530 -1.17344
H 4.15852 0.75974 -1.64686
H 4.80796 -0.94755 -3.21282
H 4.43283 1.07791 0.34308
H 5.50278 3.15229 1.00475
H 4.22926 5.25397 1.26630
H 1.74090 5.19400 0.92901
H -2.38693 5.55147 0.00022
H -4.69892 4.90145 -0.77057
H -5.09141 2.51210 -1.40133
H -3.27499 0.88335 -1.10951
C -3.54595 -2.97167 -1.84346
C -3.28846 -1.94429 -0.80235
C -4.02958 -1.51832 0.27865
C -3.23269 -0.59075 0.96467
N -2.05831 -0.44991 0.33876
N -2.13178 -1.26394 -0.75001
C -3.62689 0.18278 2.17546
H -4.60066 -3.23529 -1.84983
H -2.97648 -3.87740 -1.62155
H -3.27304 -2.61193 -2.83547
H -5.01615 -1.84291 0.55474
H -1.34201 -1.38397 -1.36186
H -4.71155 0.29322 2.18390
H -3.17213 1.17047 2.20230
H -3.32296 -0.34311 3.07857
O -0.85473 -0.07149 2.85012
S -0.47274 1.22773 3.51417
O -1.01129 2.17267 2.39800
O -0.99632 1.47795 4.81007
S 1.47372 1.33029 3.14435
C 3.83159 -3.53679 -0.09343
S 3.31478 -4.23763 1.49058
C 1.58378 -4.25002 1.23548
C 0.78029 -3.15332 1.20441
S 1.31952 -1.53019 1.46131
S -0.88772 -3.51533 0.88772
C -0.77792 -5.22406 0.68151
S -2.09413 -6.15394 0.29293
S 0.81434 -5.78921 0.91730
H 4.91976 -3.50088 -0.08171
H 3.43616 -2.52968 -0.20912
H 3.50610 -4.16254 -0.92130
*
```

Results
- HOMO level (eV) = -6.8706
- maximum force (hartree/bohr) = 0.025
- orbital gap (eV) = 4.85

Mulliken population analysis, charges in e, atoms 1 to 6: 1.48, -0.90, 0.08, 1.72, 0.54, -0.92

---

Going through the records in order, we get energy above the lowest of the compared OMol25 structures with the same formula, charge and spin values of 581.2, 543.6, 218.3 kJ/mol.